Below is 2 unconnected molecules or ions with the total composition C16H22NO in a non-equilibrium geometry, with properties calculated with ωB97M-V/def2-TZVPD.

XYZ file:
```
40
Properties=species:S:1:pos:R:3:forces:R:3:mulliken_charge:R:1
C -1.15125 -1.06843 1.57131 -0.773 0.032 -0.114 -0.5240
C -2.59163 -0.52970 1.86017 0.732 -0.278 -0.344 -0.9209
C -2.41124 0.95741 1.86048 1.341 -0.139 -0.167 -0.4507
C -1.09318 1.31066 1.63549 -1.486 0.284 -0.224 -0.9927
C -0.29454 0.15338 1.43596 0.114 -0.719 0.766 1.4309
C 1.13362 0.12517 1.61206 1.025 0.159 0.036 1.0234
C 1.87306 1.33610 1.68765 -0.106 -0.305 -0.068 -0.4618
C 3.25164 1.31979 1.88128 -0.004 -0.069 0.041 -0.7106
C 3.93131 0.10216 2.02852 -0.508 0.084 -0.104 -0.4317
C 3.21612 -1.10329 1.97598 -0.103 -0.032 -0.007 -0.8071
C 1.84016 -1.09836 1.77336 -0.248 0.343 -0.131 -0.3696
H -0.81468 -1.72604 2.38434 0.064 0.265 -0.215 0.5444
H -1.14340 -1.65659 0.64461 0.038 0.013 0.247 0.0840
H -3.29984 -0.86713 1.08962 0.026 0.199 0.256 0.3668
H -2.94464 -0.92455 2.82302 -0.098 0.324 -0.177 0.3639
H -3.22783 1.64874 2.06042 0.249 -0.053 -0.039 0.4560
H -0.69404 2.32417 1.63574 -0.334 -0.298 -0.015 0.3974
H 1.35045 2.29293 1.60260 0.315 -0.347 -0.009 0.2413
H 3.79705 2.26585 1.92635 -0.170 -0.371 0.008 0.4124
H 5.00818 0.09210 2.19299 -0.280 0.006 -0.054 0.4102
H 3.73320 -2.05830 2.10109 -0.157 0.383 -0.030 0.3993
H 1.28110 -2.03902 1.75705 0.319 0.309 -0.046 0.3361
O -1.29422 -2.52118 -1.40012 -0.253 -0.654 -0.070 -0.5021
C -1.57922 -1.58670 -2.43037 -0.075 0.280 -0.284 -0.8710
C -1.29328 -0.19783 -1.87801 -0.134 0.077 0.520 0.3338
C -1.17067 0.88301 -2.96117 0.015 -0.230 -0.243 -0.6943
C 0.09219 1.69213 -2.61474 -0.085 0.201 0.234 -0.7252
C 0.90295 0.78837 -1.67551 0.658 -0.137 -0.575 -0.2667
N -0.04466 -0.15978 -1.12188 0.231 -0.016 0.731 -0.1707
H -1.52351 -3.41239 -1.71412 0.151 0.435 0.210 0.3226
H -0.93176 -1.76800 -3.30559 -0.233 -0.014 0.189 0.3736
H -2.64232 -1.63391 -2.72399 0.383 -0.050 -0.077 0.3840
H -2.08606 0.05982 -1.15659 -0.139 -0.053 -0.222 0.0110
H -1.03907 0.39147 -3.93365 -0.111 0.142 0.122 0.2961
H -2.07611 1.49522 -3.00687 0.238 -0.058 -0.095 0.3334
H 0.67598 1.95358 -3.50630 -0.240 0.029 0.282 0.3519
H -0.18498 2.61825 -2.09796 0.088 -0.117 -0.145 0.3151
H 1.70251 0.26712 -2.24050 -0.292 0.224 0.258 0.3543
H 1.39377 1.34581 -0.86690 -0.007 -0.016 -0.184 0.0714
H 0.34884 -1.07203 -0.90585 -0.152 0.167 -0.261 0.2858
```
Forces are in eV/Å.

Values from the calculation:
charge = +1
HOMO-LUMO gap = 7.1 eV
LUMO = -0.179 Ha
E = -20479.3417 eV
HOMO energy = -11.94 eV